ORCA calculation (ωB97M-V/def2-TZVPD) on a structure of composition C18H18N4RuSSe.

Calculated values
* multiplicity: 5
* ⟨S²⟩: 6.035
* E_HOMO (spin up / spin down): -14.96 / -15.02 eV
* charge: +2
* LUMO energy (spin up / spin down): -7.517 / -8.943 eV
* F_max: 0.37 eV Å⁻¹

CARTESIAN COORDINATES (ANGSTROEM)
Ru (0.09, -0.23, -0.38)
S (1.22, -3.90, 1.70)
C (0.00, -4.35, 0.57)
C (-0.41, -3.31, -0.20)
C (0.27, -2.10, 0.13)
C (1.22, -2.30, 1.15)
C (2.09, -1.22, 1.60)
C (3.12, -1.34, 2.52)
C (3.86, -0.21, 2.84)
C (3.56, 1.00, 2.24)
C (2.51, 1.04, 1.33)
N (1.80, -0.04, 1.02)
H (-0.34, -5.37, 0.54)
H (-1.16, -3.40, -0.97)
H (3.34, -2.30, 2.98)
H (4.67, -0.28, 3.56)
H (4.12, 1.89, 2.46)
H (2.24, 1.96, 0.82)
C (1.44, 1.21, -3.62)
C (0.32, 0.82, -2.65)
C (-1.03, 1.43, -3.01)
C (0.26, -0.66, -2.37)
H (1.52, 2.29, -3.69)
H (1.21, 0.82, -4.61)
H (2.40, 0.80, -3.31)
H (0.65, 1.35, -1.68)
H (-1.34, 1.07, -4.00)
H (-0.97, 2.52, -3.05)
H (-1.82, 1.16, -2.30)
H (1.17, -1.22, -2.55)
H (-0.63, -1.18, -2.73)
Se (-0.84, 3.64, 1.48)
N (-2.51, 3.36, 1.99)
C (-2.84, 2.13, 1.65)
C (-4.09, 1.47, 1.85)
C (-4.22, 0.20, 1.40)
C (-3.13, -0.45, 0.74)
N (-1.97, 0.11, 0.53)
C (-1.81, 1.40, 0.98)
N (-0.66, 2.00, 0.78)
H (-4.90, 1.99, 2.36)
H (-5.14, -0.35, 1.51)
H (-3.26, -1.47, 0.39)

ORCA calculation (ωB97M-V/def2-TZVPD) on the ion C14H12N with charge +1 in a non-equilibrium geometry.

Calculated values
* E_HOMO (spin up / spin down): -10.25 / -9.95 eV
* charge: +1
* LUMO energy (spin up / spin down): -6.152 / -6.504 eV
* F_max: 3.62 eV Å⁻¹

CARTESIAN COORDINATES (ANGSTROEM)
C (1.53, -1.32, 4.31)
C (1.12, -2.36, 3.48)
C (1.37, 0.00, 3.90)
C (0.32, -2.06, 2.36)
C (0.68, 0.36, 2.70)
C (0.13, -0.67, 1.94)
C (-0.25, 0.45, -4.29)
C (-1.04, 1.43, -3.62)
C (0.53, -0.45, -3.54)
C (-1.80, 2.22, -1.36)
C (0.24, -0.57, -2.22)
C (-1.20, 1.37, -2.21)
C (-1.14, -0.17, -0.32)
C (-0.43, -0.34, 0.77)
N (-0.59, 0.23, -1.60)
H (2.09, -1.43, 5.29)
H (1.47, -3.44, 3.73)
H (1.90, 0.77, 4.43)
H (-0.31, -2.81, 1.80)
H (0.58, 1.42, 2.52)
H (-0.15, 0.47, -5.46)
H (-1.51, 2.26, -4.14)
H (1.30, -1.10, -3.90)
H (-2.25, 3.15, -1.64)
H (0.53, -1.46, -1.69)
H (-1.77, 2.17, -0.34)
H (-2.21, -0.34, -0.28)

ORCA calculation (ωB97M-V/def2-TZVPD) on the molecule C5H12N2 in a non-equilibrium geometry.

Calculated values
* SMILES: C=C(CCN)NC
* E_HOMO: -7.51 eV
* LUMO energy: 0.994 eV
* F_max: 2.76 eV Å⁻¹

CARTESIAN COORDINATES (ANGSTROEM)
C (0.72, 1.70, -0.06)
C (0.56, 0.67, 1.05)
C (-0.17, -0.55, 0.51)
C (-1.51, -0.64, 0.68)
C (0.18, -2.30, -1.26)
N (0.61, -1.45, -0.17)
N (-0.57, 2.37, -0.37)
H (0.99, 1.12, -0.95)
H (1.55, 2.39, 0.14)
H (0.11, 0.99, 1.99)
H (1.57, 0.32, 1.32)
H (-1.89, 0.08, 1.38)
H (-1.90, -1.36, -0.02)
H (0.86, -2.25, -2.11)
H (0.00, -3.31, -0.86)
H (-0.86, -2.18, -1.55)
H (1.57, -1.65, 0.03)
H (-0.45, 3.30, 0.03)
H (-0.56, 2.63, -1.35)